Entry 1:
DFT (ωB97M-V/def2-TZVPD) results for a molecular structure, C25H17AsF6N3O2Pd.

Atoms and positions in Å:
Pd  -0.244  0.404  -0.189
C  3.518  2.716  0.327
C  2.303  2.199  -0.130
N  1.601  1.324  0.574
C  2.057  0.915  1.769
C  3.283  1.352  2.285
C  4.019  2.287  1.532
C  3.723  0.827  3.528
C  2.965  -0.125  4.218
C  1.753  -0.554  3.731
C  1.238  -0.010  2.525
N  0.072  -0.331  1.967
C  -1.072  -0.777  2.488
C  -1.485  -0.635  3.837
C  -2.669  -1.196  4.252
C  -3.499  -1.883  3.357
C  -3.171  -1.973  1.979
C  -3.999  -2.587  1.020
C  -3.623  -2.556  -0.302
C  -2.452  -1.886  -0.663
N  -1.647  -1.324  0.231
C  -1.982  -1.385  1.532
H  4.045  3.440  -0.279
H  1.884  2.505  -1.080
H  4.966  2.655  1.905
H  4.668  1.161  3.937
H  3.341  -0.521  5.152
H  1.178  -1.299  4.263
H  -0.857  -0.091  4.529
H  -2.969  -1.112  5.288
H  -4.417  -2.330  3.715
H  -4.923  -3.063  1.324
H  -4.233  -3.008  -1.071
H  -2.168  -1.775  -1.701
F  -0.479  2.460  -0.868
As  -1.899  3.081  0.177
F  -0.998  2.318  1.503
F  -1.026  4.517  0.408
F  -2.529  1.440  -0.089
F  -2.633  3.621  -1.247
F  -3.184  3.467  1.205
O  1.164  -0.446  -1.635
C  0.338  -0.335  -2.604
O  -0.805  0.123  -2.252
C  0.648  -0.686  -3.976
C  -0.250  -0.329  -4.985
C  0.048  -0.652  -6.296
C  1.228  -1.327  -6.590
C  2.119  -1.681  -5.583
C  1.835  -1.359  -4.269
H  -1.156  0.208  -4.738
H  -0.631  -0.377  -7.091
H  1.456  -1.577  -7.617
H  3.031  -2.206  -5.830
H  2.516  -1.626  -3.472

Results
multiplicity = 6
<S²> = 8.8083
charge = +2
gap between HOMO and LUMO (alpha / beta) = 7.0 / 3.9 eV
lowest unoccupied orbital energy (alpha / beta) = -0.2722 / -0.3853 hartree

Entry 2:
DFT (ωB97M-V/def2-TZVPD) results for a molecular structure, C25H17CdNO7PS.

Atoms and positions in Å:
Cd  0.167  0.321  0.250
O  2.153  -0.145  -1.291
S  2.077  -1.566  -0.932
O  3.325  -2.254  -0.763
O  1.142  -1.723  0.216
C  1.259  -2.312  -2.341
C  1.989  -3.224  -3.087
C  1.472  -3.730  -4.270
C  0.230  -3.308  -4.719
C  -0.501  -2.400  -3.967
C  -0.012  -1.905  -2.760
P  -1.058  -0.744  -1.808
C  -1.678  0.366  -3.106
C  -2.987  0.358  -3.572
C  -3.377  1.260  -4.554
C  -2.464  2.167  -5.070
C  -1.155  2.180  -4.603
C  -0.764  1.287  -3.621
C  -2.508  -1.692  -1.259
C  -3.322  -1.060  -0.318
C  -4.469  -1.690  0.143
C  -4.798  -2.959  -0.310
C  -3.973  -3.603  -1.223
C  -2.832  -2.974  -1.698
H  2.969  -3.510  -2.732
H  2.049  -4.440  -4.849
H  -0.170  -3.677  -5.654
H  -1.465  -2.062  -4.329
H  -3.704  -0.344  -3.164
H  -4.399  1.256  -4.909
H  -2.773  2.872  -5.830
H  -0.445  2.896  -4.994
H  0.254  1.304  -3.243
H  -3.043  -0.098  0.099
H  -5.085  -1.189  0.877
H  -5.686  -3.454  0.060
H  -4.213  -4.603  -1.561
H  -2.193  -3.494  -2.398
O  -0.126  6.961  2.651
C  0.812  6.561  1.945
O  1.822  7.146  1.508
C  0.720  5.065  1.530
C  1.733  4.489  0.771
C  1.631  3.168  0.396
N  0.583  2.412  0.747
C  -0.406  2.948  1.484
C  -0.364  4.271  1.886
C  -1.593  2.046  1.847
O  -2.584  2.570  2.323
O  -1.459  0.781  1.608
H  2.576  5.103  0.488
H  2.388  2.679  -0.207
H  -1.170  4.693  2.468

Results
multiplicity = 1
charge = -1
gap between HOMO and LUMO = 7.2 eV
lowest unoccupied orbital energy = 0.0699 hartree

Entry 3:
DFT (ωB97M-V/def2-TZVPD) results for a molecular structure, C25H17ClF6N3O2RhS at a distorted geometry.

Atoms and positions in Å:
Rh  -0.261  -0.709  -0.139
Cl  -7.238  -1.455  0.612
C  -5.517  -1.653  0.433
C  -5.016  -2.712  -0.338
C  -3.665  -2.897  -0.455
C  -2.739  -2.033  0.171
O  -1.472  -2.280  0.045
C  -3.267  -0.936  0.926
C  -2.429  -0.024  1.627
N  -1.149  -0.024  1.530
C  -0.287  0.661  2.397
C  -0.636  1.604  3.322
C  0.346  2.274  4.074
C  1.668  1.992  3.906
C  2.056  0.969  3.012
C  3.400  0.587  2.821
C  3.689  -0.476  2.021
C  2.642  -1.135  1.358
N  1.391  -0.764  1.441
C  1.073  0.285  2.270
C  -4.666  -0.785  1.046
H  -5.706  -3.374  -0.844
H  -3.267  -3.714  -1.041
H  -2.913  0.656  2.326
H  -1.673  1.884  3.451
H  0.041  3.033  4.781
H  2.432  2.534  4.449
H  4.183  1.147  3.316
H  4.705  -0.820  1.884
H  2.857  -2.005  0.752
H  -5.063  0.042  1.624
S  -1.685  -0.573  -2.431
C  -0.265  -1.459  -2.810
C  0.039  -2.064  -4.037
C  1.226  -2.747  -4.159
C  2.094  -2.825  -3.064
C  1.724  -2.209  -1.895
N  0.572  -1.533  -1.784
H  -0.668  -1.987  -4.850
H  1.483  -3.234  -5.091
H  3.032  -3.356  -3.119
H  2.348  -2.243  -1.019
C  0.386  2.107  -2.498
C  1.025  2.078  -1.111
O  0.705  1.055  -0.285
C  0.617  3.378  -0.370
F  0.935  4.497  -1.043
F  -0.715  3.394  -0.189
F  1.174  3.480  0.845
C  2.566  2.039  -1.294
F  3.053  3.051  -2.031
F  3.230  2.046  -0.128
F  2.911  0.898  -1.922
H  -0.695  2.111  -2.390
H  0.686  1.224  -3.058
H  0.700  2.997  -3.043

Results
multiplicity = 1
gap between HOMO and LUMO = 6.7 eV
lowest unoccupied orbital energy = -0.0396 hartree

Entry 4:
DFT (ωB97M-V/def2-TZVPD) results for a molecular structure, C25H17ClN5O4PPt.

Atoms and positions in Å:
Pt  1.014  0.673  -0.038
O  6.489  -1.298  0.141
C  6.502  0.003  -0.101
O  7.520  0.623  -0.267
C  5.184  0.702  -0.174
C  5.062  2.054  -0.435
N  3.760  2.357  -0.445
N  3.019  1.277  -0.180
C  3.861  0.262  -0.018
C  3.247  -1.068  0.289
O  3.952  -2.047  0.479
O  1.956  -1.075  0.364
H  5.569  -1.658  0.240
H  5.823  2.795  -0.614
H  3.357  3.286  -0.572
Cl  -1.501  1.881  2.424
C  -2.582  1.823  1.069
C  -3.634  2.722  1.037
C  -4.538  2.678  -0.013
C  -4.394  1.734  -1.017
C  -3.335  0.840  -0.977
C  -2.405  0.876  0.060
P  -1.004  -0.277  0.126
C  -1.339  -1.280  1.591
C  -0.325  -1.638  2.471
C  -0.623  -2.404  3.589
C  -1.927  -2.809  3.829
C  -2.944  -2.449  2.953
C  -2.652  -1.684  1.837
C  -1.173  -1.360  -1.315
C  -1.432  -2.720  -1.192
C  -1.471  -3.522  -2.325
C  -1.254  -2.971  -3.577
C  -0.987  -1.612  -3.703
C  -0.936  -0.810  -2.577
H  -3.737  3.444  1.835
H  -5.359  3.382  -0.038
H  -5.102  1.691  -1.833
H  -3.229  0.105  -1.763
H  0.691  -1.329  2.277
H  0.168  -2.684  4.273
H  -2.155  -3.404  4.704
H  -3.962  -2.759  3.144
H  -3.447  -1.392  1.161
H  -1.594  -3.159  -0.217
H  -1.664  -4.582  -2.224
H  -1.282  -3.599  -4.457
H  -0.806  -1.181  -4.679
H  -0.704  0.245  -2.674
N  3.050  5.354  -0.741
C  1.940  5.108  -0.514
N  0.668  4.830  -0.242
C  0.435  3.583  -0.410
N  0.231  2.443  -0.564

Results
multiplicity = 1
gap between HOMO and LUMO = 9.1 eV
lowest unoccupied orbital energy = -0.0055 hartree